# 1
{"formula": "C48H72O36", "method": "ωB97M-V with the def2-TZVPD basis set", "gap_ev": 10.662, "energy_ev": -124645.47645, "smiles": "C[C@H]1COC(=O)O1.C[C@H]1COC(=O)O1.C[C@H]1COC(=O)O1.C[C@H]1COC(=O)O1.C[C@H]1COC(=O)O1.C[C@H]1COC(=O)O1.C[C@H]1COC(=O)O1.C[C@H]1COC(=O)O1.C[C@H]1COC(=O)O1.C[C@H]1COC(=O)O1.C[C@H]1COC(=O)O1.C[C@H]1COC(=O)O1", "de_lowest_kcal_mol": 323.1, "e_homo_ev": -10.607, "elements": ["O", "O", "O", "O", "O", "O", "O", "O", "O", "O", "O", "O", "O", "O", "O", "O", "O", "O", "O", "O", "O", "O", "O", "O", "O", "O", "O", "O", "O", "O", "O", "O", "O", "O", "O", "O", "C", "C", "C", "C", "C", "C", "C", "C", "C", "C", "C", "C", "C", "C", "C", "C", "C", "C", "C", "C", "C", "C", "C", "C", "C", "C", "C", "C", "C", "C", "C", "C", "C", "C", "C", "C", "C", "C", "C", "C", "C", "C", "C", "C", "C", "C", "C", "C", "H", "H", "H", "H", "H", "H", "H", "H", "H", "H", "H", "H", "H", "H", "H", "H", "H", "H", "H", "H", "H", "H", "H", "H", "H", "H", "H", "H", "H", "H", "H", "H", "H", "H", "H", "H", "H", "H", "H", "H", "H", "H", "H", "H", "H", "H", "H", "H", "H", "H", "H", "H", "H", "H", "H", "H", "H", "H", "H", "H", "H", "H", "H", "H", "H", "H", "H", "H", "H", "H", "H", "H"], "coordinates": [[-2.21, -5.57, 10.42], [-1.54, -5.08, 8.44], [9.76, 0.52, -3.05], [-1.52, -7.26, 8.85], [-2.12, -8.06, -8.17], [-10.59, 2.16, -2.84], [-4.00, 7.91, 0.69], [-3.91, 6.08, 2.11], [11.20, 2.29, -2.57], [6.82, 5.64, 3.57], [0.23, 0.54, -1.91], [-11.89, 2.69, -4.59], [-9.64, 1.79, 3.06], [8.55, -1.80, 4.02], [-2.35, -8.35, -1.07], [5.73, 5.21, 5.49], [3.96, -6.32, -6.37], [5.83, -6.61, -5.14], [-3.01, -6.14, -1.43], [-1.20, 0.93, -0.28], [-3.49, 7.66, -8.82], [10.70, -1.47, 4.65], [-2.93, 9.17, -10.48], [-12.68, 1.41, -2.70], [8.97, -1.63, 6.13], [-9.75, 0.49, 4.82], [-1.15, -6.68, -0.22], [4.29, -7.93, -4.84], [-3.54, 9.78, -8.39], [12.01, 0.31, -3.32], [-2.16, -6.61, -9.87], [-2.60, 7.82, 2.27], [-7.82, 0.58, 3.52], [-2.53, -5.80, -7.89], [-1.17, 2.37, -1.90], [4.63, 4.60, 3.52], [6.31, -7.56, -4.25], [-3.03, 5.92, 3.24], [7.59, -1.85, 6.03], [-11.81, 2.06, -3.31], [7.45, -2.38, 4.71], [-2.28, -6.97, -0.94], [-1.67, -6.07, 9.28], [12.61, 2.44, -2.69], [-5.59, 9.35, -7.13], [-0.78, 1.32, -1.43], [-1.41, -8.94, -0.19], [-8.24, 2.28, -3.79], [-2.23, -2.92, 8.11], [0.20, -0.60, -1.11], [-10.56, 3.07, -5.05], [-1.89, 6.86, 2.95], [1.70, -0.97, -0.77], [-10.90, 2.04, 3.66], [12.83, 3.35, -1.47], [-9.72, 2.92, -3.73], [5.65, 5.08, 4.09], [-2.31, -5.24, -9.99], [9.49, -1.61, 4.95], [13.10, 0.97, -2.69], [6.30, -6.96, -2.89], [-3.32, 8.88, -9.37], [-2.07, -4.20, 10.34], [-11.07, 0.92, 4.61], [-1.32, 7.61, 4.12], [-2.51, -3.47, -8.20], [10.86, 1.00, -3.04], [-0.59, -7.60, 1.87], [7.34, -3.94, 4.53], [-11.75, 1.23, 5.92], [5.32, -8.63, -4.24], [-0.60, -0.27, 0.18], [-8.95, 0.91, 3.78], [4.65, -6.91, -5.58], [-1.49, -3.83, 9.06], [-2.28, -6.93, -8.55], [7.50, 6.13, 4.69], [-0.57, -7.82, 0.35], [-3.67, 7.73, -7.50], [-3.58, 7.39, 1.65], [6.70, 6.10, 6.00], [-3.01, -4.81, -8.74], [7.30, 5.39, 7.17], [-4.04, 9.14, -7.27], [0.00, -0.27, 1.10], [-7.71, 2.57, -2.88], [12.14, 4.17, -1.31], [-11.88, 0.38, 6.59], [1.73, -2.00, -0.43], [8.24, -4.44, 4.90], [-11.67, 0.16, 4.12], [5.69, -9.44, -4.86], [6.57, -4.47, 5.09], [-11.68, 1.89, 2.91], [8.11, 5.95, 7.64], [-1.53, -3.82, 11.21], [13.37, 0.52, -1.74], [-2.09, -1.91, 8.49], [-5.81, 10.34, -6.71], [-0.18, -8.43, 2.44], [2.35, -0.83, -1.64], [0.10, -6.80, 2.14], [-2.96, -5.09, -10.85], [-3.59, 9.35, -6.30], [-11.00, 3.02, 4.11], [7.24, -2.52, 6.82], [-0.43, -3.60, 9.25], [-1.94, -9.48, 0.59], [-2.50, 4.97, 3.10], [-2.04, 7.61, 4.94], [5.02, -9.17, -3.34], [6.63, -1.87, 4.19], [7.43, 4.33, 6.96], [-11.16, 1.94, 6.50], [6.06, 6.99, 6.05], [-3.31, -2.75, -8.38], [-8.26, 1.19, -3.92], [6.57, 5.47, 7.97], [12.94, 2.97, -3.59], [13.84, 3.75, -1.35], [6.42, -7.65, -2.06], [7.33, -7.93, -4.41], [-12.75, 1.64, 5.81], [-1.30, 6.55, 2.09], [-2.91, 7.45, -6.77], [-3.09, -3.82, 10.24], [-10.17, 2.38, -5.81], [-1.39, -4.66, -10.04], [7.00, -0.94, 6.01], [-7.76, 2.66, -4.69], [-1.58, -7.34, 2.27], [-4.09, -4.80, -8.70], [-6.06, 9.48, -8.10], [-0.27, -1.48, -1.56], [5.42, -6.32, -2.85], [-1.49, -3.31, -8.54], [-3.31, -2.88, 8.24], [7.80, 7.18, 4.78], [-4.47, 7.04, -7.24], [-6.07, 8.53, -6.60], [-2.55, -3.44, -7.11], [8.39, 5.49, 4.76], [-10.56, 4.09, -5.45], [2.06, -0.35, 0.05], [7.16, -3.98, 3.46], [-9.74, 3.87, -3.20], [12.78, 2.67, -0.62], [-0.62, 7.08, 4.76], [7.12, -6.26, -3.03], [-0.76, -9.65, -0.71], [-0.95, 8.61, 3.90], [0.46, -8.00, 0.05], [13.93, 1.19, -3.36], [-1.97, -3.11, 7.07], [-3.38, 6.05, 4.26], [-1.47, -0.92, 0.18]], "lowdin_charge": [0.098, 0.086, 0.164, 0.088, 0.166, 0.065, 0.192, 0.067, 0.031, 0.071, 0.099, 0.015, 0.089, 0.108, 0.062, -0.001, 0.171, 0.134, 0.151, 0.086, 0.101, 0.098, 0.158, 0.100, 0.122, 0.085, 0.068, 0.093, 0.105, 0.054, 0.075, 0.101, 0.154, 0.094, 0.141, 0.083, -0.374, -0.107, -0.123, -0.487, -0.344, -0.476, -0.499, -0.324, -0.003, -0.583, -0.119, 0.003, -0.004, -0.325, -0.075, -0.333, -0.013, -0.111, -0.027, -0.240, -0.380, -0.139, -0.572, -0.095, -0.024, -0.502, -0.150, -0.374, -0.006, -0.008, -0.469, -0.023, 0.010, -0.023, -0.139, -0.055, -0.522, -0.605, -0.347, -0.534, -0.142, -0.336, -0.189, -0.627, -0.329, -0.349, -0.016, -0.337, 0.133, 0.077, 0.088, 0.086, 0.076, 0.088, 0.154, 0.135, 0.080, 0.141, 0.092, 0.149, 0.141, 0.089, 0.076, 0.083, 0.082, 0.080, 0.144, 0.153, 0.141, 0.150, 0.161, 0.134, 0.137, 0.082, 0.146, 0.155, 0.104, 0.090, 0.161, 0.085, 0.080, 0.086, 0.146, 0.077, 0.099, 0.163, 0.090, 0.176, 0.140, 0.141, 0.122, 0.133, 0.144, 0.071, 0.093, 0.159, 0.084, 0.148, 0.106, 0.087, 0.090, 0.133, 0.136, 0.080, 0.088, 0.136, 0.126, 0.075, 0.083, 0.141, 0.082, 0.086, 0.093, 0.133, 0.097, 0.148, 0.131, 0.099, 0.134, 0.135]}



# 2
{"formula": "C11H25N4O4SiTi", "method": "ωB97M-V with the def2-TZVPD basis set", "s2": 2.00, "gap_ev": [4.999, 7.504], "energy_ev": -56960.49665, "charge": -1, "spin_multiplicity": 3, "de_lowest_kcal_mol": 6.7, "e_homo_ev": [-2.417, -4.944], "elements": ["Ti", "Si", "O", "O", "O", "O", "N", "N", "N", "N", "C", "C", "C", "C", "C", "C", "C", "C", "C", "C", "C", "H", "H", "H", "H", "H", "H", "H", "H", "H", "H", "H", "H", "H", "H", "H", "H", "H", "H", "H", "H", "H", "H", "H", "H", "H"], "coordinates": [[-0.07, -0.29, 1.44], [0.06, -0.25, -3.88], [-3.62, -2.28, 2.37], [1.65, 1.71, 4.36], [-0.17, -0.26, 3.64], [-1.25, 1.33, 4.79], [-0.38, -2.63, 1.43], [-2.13, -0.57, 1.90], [2.28, 0.07, 1.23], [0.27, 2.05, 1.51], [-0.99, 1.16, -4.54], [-1.77, -2.71, 0.92], [-1.21, 0.46, 3.92], [-0.61, -1.86, -4.58], [1.82, -0.02, -4.53], [-2.63, -1.80, 1.80], [2.63, 1.49, 1.17], [-2.47, 0.20, 3.07], [-0.01, -0.28, -0.84], [1.45, 2.32, 0.68], [0.06, -0.27, -2.08], [1.76, 3.37, 0.70], [-1.01, 1.17, -5.63], [-2.87, 1.19, 2.80], [-3.22, -0.29, 3.69], [-0.60, 2.12, -4.20], [-1.77, -2.37, -0.11], [2.24, 0.92, -4.17], [2.90, 1.81, 2.18], [-0.52, 2.59, 1.17], [0.46, 2.32, 2.48], [0.94, 2.03, 4.93], [2.46, -0.83, -4.18], [3.02, -0.47, 1.66], [1.84, -0.02, -5.62], [2.10, -0.31, 0.30], [-2.19, -3.72, 0.98], [1.25, 0.85, 4.09], [0.00, -2.71, -4.25], [-0.61, -1.84, -5.68], [3.48, 1.69, 0.51], [1.21, 2.06, -0.35], [-0.37, -2.89, 2.41], [-1.63, -2.03, -4.24], [0.22, -3.28, 0.93], [-2.01, 1.07, -4.18]], "mulliken_spin": [1.901, 0.000, 0.001, 0.001, 0.001, 0.001, 0.013, -0.018, 0.010, 0.018, 0.005, -0.003, 0.025, 0.006, 0.003, 0.011, 0.019, -0.015, -0.184, 0.000, 0.222, -0.002, 0.000, -0.006, 0.001, 0.001, 0.003, 0.000, -0.002, 0.010, 0.000, 0.000, 0.000, 0.010, 0.000, -0.035, 0.004, 0.003, 0.000, 0.000, 0.000, -0.008, 0.005, -0.001, 0.000, 0.000]}